Here is C48H104B2Cs2O24S12 as an isolated structure at a distorted geometry from the Open Molecules 2025 dataset. Energies are from ωB97M-V/def2-TZVPD.

Properties
Gap between HOMO and LUMO (eV): 9.14
LUMO energy (eV): 0.027
Spin multiplicity: 1
Net charge: 0

Last column: Mulliken charge in e.
Element x y z (Å)
Cs  -3.37967  18.47425  -15.22446  0.737
Cs  -5.99478  15.27934  -13.08545  -1.341
B  -4.26410  15.63086  -15.85753  1.863
H  -4.69519  14.82668  -16.43346  -0.614
H  -3.39532  16.06838  -16.32448  -0.056
H  -4.99864  16.41256  -15.74074  -1.151
H  -3.88511  15.17148  -14.95777  -0.492
B  -5.20106  18.24376  -12.52435  5.723
H  -4.35223  18.90143  -12.63017  -1.349
H  -5.60786  17.93111  -13.47357  -1.835
H  -4.87824  17.41288  -11.91636  -1.619
H  -5.94557  18.79272  -11.96885  -1.035
C  -6.39554  11.80773  -16.87357  -0.289
C  -7.11518  12.44245  -18.04526  -1.240
C  -7.43322  13.91524  -17.76381  0.017
S  -8.31197  13.80101  -16.21819  0.706
O  -9.69187  13.34250  -16.51309  -0.767
O  -8.05950  14.94050  -15.30680  0.025
C  -7.16341  12.31471  -15.64295  -0.157
H  -5.36284  12.15071  -16.93678  0.028
H  -6.25025  10.72747  -16.86955  0.436
H  -7.97720  11.86563  -18.38038  0.316
H  -6.49323  12.47741  -18.93972  0.514
H  -7.95936  14.54965  -18.47711  0.614
H  -6.52153  14.49612  -17.62415  -0.363
H  -7.71801  11.62551  -15.00615  0.617
H  -6.40847  12.78957  -15.01631  -0.358
C  -4.63126  18.14667  -8.74353  0.589
C  -6.07251  18.40073  -8.15886  -1.123
C  -6.98128  17.24818  -8.77422  -0.596
S  -5.81701  15.77320  -8.50787  0.930
O  -5.83765  14.98731  -9.78665  -0.238
O  -6.18373  15.16126  -7.24685  -0.718
C  -4.23678  16.73354  -8.26964  -0.699
H  -3.83457  18.85949  -8.53075  0.317
H  -4.76734  18.17357  -9.82466  -0.483
H  -6.45339  19.40133  -8.36338  0.375
H  -5.99415  18.29760  -7.07658  0.476
H  -7.09013  17.34624  -9.85433  0.131
H  -7.94928  17.05515  -8.31182  0.647
H  -3.46989  16.15904  -8.78918  0.052
H  -4.02370  16.71504  -7.20083  0.438
C  -8.68420  13.46576  -9.07460  -0.221
C  -7.69040  12.33780  -9.03173  -0.893
C  -7.31965  12.05605  -10.52301  -0.276
S  -8.83627  12.32006  -11.49880  1.199
O  -9.64541  11.09446  -11.73429  -0.787
O  -8.52820  13.21649  -12.60696  -0.029
C  -9.76321  13.16737  -10.15494  -0.209
H  -8.19191  14.42656  -9.22493  -0.173
H  -9.16804  13.56469  -8.10290  0.522
H  -7.98226  11.34709  -8.68331  0.394
H  -6.82696  12.59733  -8.41918  0.408
H  -6.92689  11.08224  -10.81546  0.576
H  -6.68952  12.89138  -10.82841  -0.188
H  -10.48224  12.47447  -9.71792  0.380
H  -10.31363  14.01079  -10.57182  -0.376
C  -11.74029  15.61377  -14.71261  -0.698
C  -12.25497  17.05205  -14.46229  -0.334
C  -12.59965  17.33518  -12.94849  -0.345
S  -11.89381  15.87292  -12.01977  1.138
O  -12.91541  14.88166  -11.81684  -0.688
O  -11.04917  16.41008  -11.00671  -0.550
C  -10.91177  15.18415  -13.44937  -0.191
H  -11.14766  15.46399  -15.61508  0.295
H  -12.60800  14.95939  -14.79615  0.441
H  -13.23090  17.16460  -14.93453  0.378
H  -11.50149  17.80651  -14.68847  -0.127
H  -13.65521  17.38350  -12.68096  0.432
H  -12.07295  18.22100  -12.59353  -0.040
H  -10.87029  14.10564  -13.29712  0.451
H  -9.97361  15.73668  -13.50103  -0.094
C  -5.05455  22.34823  -10.39851  -0.353
C  -5.98854  23.11160  -11.28261  0.127
C  -5.13238  23.83213  -12.30666  -1.010
S  -4.09401  22.52499  -12.95892  0.680
O  -2.70920  23.00952  -13.11710  -0.686
O  -4.74500  21.93982  -14.13017  -0.246
C  -4.32903  21.44784  -11.41850  -0.083
H  -5.47380  21.64253  -9.68135  0.029
H  -4.53163  23.00251  -9.70097  0.172
H  -6.56313  23.81673  -10.68198  0.533
H  -6.69239  22.44344  -11.77885  -0.368
H  -4.33675  24.40902  -11.83521  0.409
H  -5.52135  24.42318  -13.13579  0.512
H  -3.43653  20.85159  -11.22867  0.559
H  -5.02966  20.64087  -11.63301  -0.216
C  -4.27378  18.89488  -20.31790  -0.400
C  -5.16488  17.64011  -20.06884  -0.672
C  -4.33947  16.82800  -19.04408  -0.022
S  -2.59013  17.06529  -19.43527  0.989
O  -2.08438  15.91894  -20.12373  -0.711
O  -1.91484  17.67904  -18.27398  -0.460
C  -2.87601  18.35635  -20.73858  -0.797
H  -4.29270  19.49370  -19.40732  0.105
H  -4.72864  19.49638  -21.10492  0.430
H  -5.22436  17.02727  -20.96827  0.418
H  -6.15752  17.83687  -19.66382  0.219
H  -4.53489  15.75846  -18.96667  0.394
H  -4.37351  17.20100  -18.02045  -0.008
H  -2.96581  17.78128  -21.66017  0.342
H  -2.08784  19.10770  -20.78734  0.411
C  -11.89780  22.69643  -9.61048  -0.805
C  -11.95230  21.34333  -10.26737  -0.529
C  -10.71447  21.32139  -11.21187  -0.538
S  -9.92652  22.98559  -11.32452  1.111
O  -9.63823  23.26040  -12.76138  -0.692
O  -8.81128  23.11456  -10.33320  -0.624
C  -11.48062  23.80042  -10.64693  -0.738
H  -11.15392  22.60900  -8.81858  0.290
H  -12.83876  22.76310  -9.06436  0.443
H  -12.90025  21.38483  -10.80382  0.307
H  -12.06944  20.53649  -9.54392  0.387
H  -11.09521  21.11650  -12.21245  0.261
H  -9.94756  20.57474  -11.00580  0.388
H  -12.20145  23.76258  -11.46367  0.316
H  -11.18647  24.77313  -10.25271  0.433
C  -1.36671  11.51571  -13.73277  0.386
C  -1.46842  10.60363  -12.53140  -0.789
C  -2.94027  10.65187  -11.98035  -0.891
S  -4.04733  11.29404  -13.35551  1.249
O  -4.50736  12.63309  -13.02934  -0.153
O  -4.95820  10.24853  -13.83999  -0.782
C  -2.63458  11.45229  -14.55315  -0.809
H  -0.54279  11.33348  -14.42273  0.484
H  -1.17776  12.45120  -13.20622  -0.523
H  -0.75920  10.72044  -11.71198  0.405
H  -1.32626  9.61298  -12.96326  0.307
H  -2.92617  11.21239  -11.04562  0.394
H  -3.33156  9.66676  -11.72631  0.429
H  -2.80598  12.29472  -15.22324  0.238
H  -2.64066  10.56405  -15.18488  0.444
C  0.09906  21.16169  -10.04327  -0.374
C  0.17688  22.70486  -10.21188  -0.705
C  -1.11986  23.40934  -9.76821  -0.305
S  -1.44945  22.51873  -8.14293  1.045
O  -2.87476  22.48329  -7.84346  -0.587
O  -0.45328  22.96092  -7.11082  -0.711
C  -0.88229  20.89725  -8.84389  -0.314
H  1.05262  20.72061  -9.75297  0.471
H  -0.06460  20.56998  -10.94394  0.102
H  0.33760  23.11643  -11.20832  0.222
H  0.98666  23.08360  -9.58826  0.359
H  -1.97259  23.29064  -10.43669  -0.215
H  -1.06351  24.49244  -9.65944  0.593
H  -1.74584  20.35920  -9.23490  -0.171
H  -0.43622  20.29214  -8.05461  0.687
C  -7.97941  20.98917  -14.87787  0.545
C  -8.60397  19.54612  -14.78482  -0.522
C  -7.77259  18.56794  -15.66236  -0.481
S  -6.90091  19.54977  -16.96356  1.358
O  -7.64776  19.19673  -18.17092  -0.808
O  -5.42262  19.36726  -16.92533  -0.344
C  -7.36397  21.18457  -16.30342  -1.181
H  -7.30761  21.24996  -14.06009  -0.626
H  -8.77317  21.71523  -14.70217  0.325
H  -9.62306  19.52553  -15.17101  0.219
H  -8.55835  19.28899  -13.72656  0.392
H  -8.25260  17.82123  -16.29491  0.422
H  -6.99879  17.98153  -15.16694  -0.426
H  -7.93114  21.89299  -16.90720  0.560
H  -6.37868  21.64357  -16.22202  0.333
C  2.70880  20.94970  -16.49922  -0.559
C  2.77475  21.99851  -15.32622  -0.564
C  1.50242  21.87049  -14.42569  -0.490
S  1.23444  19.98704  -14.39315  1.107
O  -0.16143  19.64015  -14.67126  -0.223
O  1.83433  19.42183  -13.16234  -0.676
C  2.31932  19.60611  -15.86399  -0.847
H  3.64337  20.79060  -17.03715  0.350
H  1.98016  21.23932  -17.25639  0.280
H  2.64177  22.99376  -15.75035  0.344
H  3.59660  21.89326  -14.61798  0.327
H  0.72739  22.31589  -15.04942  0.378
H  1.41724  22.21260  -13.39428  0.111
H  1.72864  18.98998  -16.54192  0.427
H  3.25606  19.21392  -15.46801  0.353
C  -1.58851  16.26506  -12.44132  -0.223
C  -1.09004  17.61986  -11.95831  -0.400
C  -0.79019  17.50447  -10.42452  0.204
S  -0.13491  15.81104  -10.12167  1.142
O  -1.00956  14.95847  -9.29933  -0.634
O  1.29682  15.98391  -9.79138  -0.708
C  -0.48848  15.24742  -11.91286  -0.852
H  -1.87261  16.19136  -13.49106  0.469
H  -2.52517  16.10745  -11.90659  -0.257
H  -1.72863  18.44199  -12.28141  0.428
H  -0.09288  17.68536  -12.39362  0.045
H  -1.80002  17.49977  -10.01424  -0.663
H  -0.28950  18.29209  -9.86144  0.534
H  -0.71875  14.18278  -11.87257  0.156
H  0.47461  15.26911  -12.42286  0.458

Atoms 1-6, force components in eV/Å:
Cs 0.86 0.60 0.11
Cs -0.40 -0.66 0.08
B 0.08 -0.36 -0.25
H -1.60 -3.13 -2.50
H 3.21 1.33 -2.21
H -3.06 2.84 0.82